Here is a single C5H8O molecule from the OMol25 dataset. Energies are from the ωB97M-V functional and the def2-TZVPD basis.

Cartesian coordinates (Å):
H 0.223 0.948 1.799
H -2.388 -0.796 -0.908
H 0.809 -1.801 0.295
H -2.188 0.863 -0.286
C 2.681 0.404 -0.346
H 3.522 0.421 -0.996
H -0.021 1.560 0.165
C -1.659 -0.022 -0.655
O 0.002 -1.618 -0.205
C 0.292 0.678 0.740
C 1.664 0.457 0.295
C -0.656 -0.510 0.374
H -1.107 0.250 -1.561
H -1.173 -0.834 1.288

## Properties
SMILES: C#CC[C@@H](C)O
Charge: 0
HOMO level (Eh): -0.367